{"formula": "C3O2Pm", "method": "ωB97M-V/def2-TZVPD", "total_energy_ev": -23745.5933, "spin_multiplicity": 5, "homo_ev": [-12.3, -11.8], "homo_lumo_gap_ev": [6.31, 6.35], "largest_force_ev_per_a": 3.6, "total_charge": 1, "elements": ["O", "C", "C", "C", "O", "Pm"], "positions_angstrom": [[2.61699, 2.11935, 1.31642], [2.18072, 2.72514, 2.36840], [1.67894, 3.10902, 3.45374], [0.17246, -0.83975, 2.80011], [1.02939, -0.76012, 2.03119], [1.63753, 0.56892, -0.03240]]}

{"formula": "C4H9IN3", "method": "ωB97M-V/def2-TZVPD", "relative_energy_ev": 3.966, "total_energy_ev": -16855.0124, "spin_multiplicity": 1, "homo_ev": -13.9, "smiles": "CC(C)(N)N=[N+]=CI", "homo_lumo_gap_ev": 8.69, "largest_force_ev_per_a": 3.9, "total_charge": 1, "elements": ["C", "C", "C", "N", "N", "N", "C", "I", "H", "H", "H", "H", "H", "H", "H", "H", "H"], "positions_angstrom": [[-0.41890, -1.32831, 0.18821], [0.02620, 0.14022, 0.10951], [-1.17103, 1.13500, 0.21706], [1.02342, 0.33641, -0.77702], [0.62797, 0.32176, 1.63501], [1.72677, 0.68573, 1.62091], [2.72831, 1.09598, 0.96052], [3.00132, 3.13313, 0.47067], [-1.10504, -1.61733, -0.67240], [-0.94375, -1.54372, 1.12345], [0.44771, -1.99148, 0.14196], [-2.07993, 0.67829, 0.70600], [-1.36088, 1.56362, -0.76644], [-1.04655, 1.93047, 0.99541], [1.26866, 1.11426, -1.43248], [1.52692, -0.37851, -1.14938], [3.70592, 0.42796, 0.99375]]}

{"formula": "C5H8N2", "method": "ωB97M-V/def2-TZVPD", "relative_energy_ev": 1.675, "total_energy_ev": -8293.3212, "spin_multiplicity": 1, "homo_ev": -7.4, "smiles": "Cc1c[nH]c(N)c1", "homo_lumo_gap_ev": 8.38, "largest_force_ev_per_a": 4.6, "elements": ["C", "C", "C", "N", "C", "N", "C", "H", "H", "H", "H", "H", "H", "H", "H"], "positions_angstrom": [[0.85544, -2.16914, -0.25868], [0.15651, -0.86014, -0.03612], [-1.16829, -0.67109, 0.23162], [-1.45050, 0.70210, 0.25648], [-0.28666, 1.35508, 0.07948], [0.01301, 2.65367, 0.40042], [0.73081, 0.44791, -0.17208], [1.22571, -2.24793, -1.29062], [1.72581, -2.27613, 0.40199], [0.18639, -3.01882, -0.07831], [-1.96229, -1.39132, 0.37091], [-2.25931, 1.10965, 0.70022], [1.13538, 2.31451, 0.44810], [-0.40806, 3.40568, -0.16382], [1.52121, 0.62695, -0.90340]]}

{"formula": "C3H5FOS", "method": "ωB97M-V/def2-TZVPD", "relative_energy_ev": 0.762, "total_energy_ev": -18791.1397, "spin_multiplicity": 1, "homo_ev": -9.1, "smiles": "O[C@@H](C=S)CF", "homo_lumo_gap_ev": 8.66, "largest_force_ev_per_a": 1.0, "elements": ["O", "C", "C", "S", "C", "F", "H", "H", "H", "H", "H"], "positions_angstrom": [[-1.03634, -0.87878, -0.94840], [-0.17534, 0.10237, -0.43680], [-1.01863, 1.08411, 0.31353], [-0.48519, 2.49972, 0.78056], [0.93586, -0.45948, 0.41183], [1.59292, -1.39807, -0.36202], [-0.46802, -1.63784, -1.15571], [0.37933, 0.60930, -1.24061], [-1.99487, 0.67888, 0.61789], [0.60001, -0.90409, 1.35479], [1.67026, 0.30387, 0.66493]]}

{"formula": "ClH5N2Si", "method": "ωB97M-V/def2-TZVPD", "relative_energy_ev": 2.058, "total_energy_ev": -23462.0579, "spin_multiplicity": 1, "homo_ev": -9.1, "homo_lumo_gap_ev": 8.48, "largest_force_ev_per_a": 5.2, "elements": ["N", "N", "Si", "Cl", "H", "H", "H", "H", "H"], "positions_angstrom": [[0.16479, 1.50047, 0.28964], [0.73952, -1.37451, 0.01423], [-0.09378, 0.02555, -0.61588], [-2.86361, 0.15700, 0.60188], [-0.47402, 2.09319, 0.67820], [0.94477, 1.46228, 0.84007], [0.71152, -1.79805, 0.92139], [0.83504, -2.06498, -0.72101], [0.03578, -0.00095, -2.00852]]}

{"formula": "C16H22Cl2IrO2", "method": "ωB97M-V/def2-TZVPD", "total_energy_ev": -48919.7687, "spin_multiplicity": 6, "homo_ev": [3.0, -1.2], "homo_lumo_gap_ev": [1.80, 5.60], "largest_force_ev_per_a": 7.7, "total_charge": -2, "elements": ["C", "C", "C", "C", "C", "C", "C", "C", "C", "C", "Ir", "Cl", "Cl", "O", "H", "H", "H", "H", "H", "H", "H", "H", "H", "H", "H", "H", "H", "H", "H", "H", "O", "H", "C", "C", "C", "C", "C", "C", "H", "H", "H", "H", "H"], "positions_angstrom": [[2.22368, 0.51417, -1.06964], [2.24365, -0.92638, -1.40138], [2.04863, -1.61679, -0.05060], [2.37173, -1.56268, -2.70787], [1.89000, -0.62313, 0.94150], [1.84721, 0.64827, 0.31234], [1.77162, 1.93185, 0.95949], [2.64589, 1.64538, -1.95340], [2.34860, -3.05959, 0.11969], [2.02329, -0.83276, 2.42496], [0.37832, -0.83955, -1.00387], [-1.19569, -2.08292, -1.36745], [-0.38018, 0.58774, -2.69980], [-1.14818, -0.25435, 0.74624], [2.55478, -0.79911, -3.44560], [1.48574, -2.14652, -3.02322], [3.20686, -2.22348, -2.58626], [1.68113, -3.65051, -0.51632], [2.23826, -3.37701, 1.15916], [3.38059, -3.24324, -0.18579], [1.68714, -1.81935, 2.75600], [1.47258, -0.06043, 2.98033], [3.08144, -0.73689, 2.72503], [1.66310, 1.87231, 2.04019], [0.39608, 2.44164, 0.54118], [2.59686, 2.59035, 0.63515], [2.60385, 1.34394, -2.99584], [3.64694, 2.05510, -1.74332], [1.91237, 2.43359, -1.79444], [-0.66788, -0.47385, 1.57757], [-0.44121, 3.13646, 0.75878], [-1.02260, 2.34995, 0.47936], [-4.73652, -2.16749, 0.51901], [-4.65479, -0.83674, 0.10820], [-3.47724, -0.09628, 0.27669], [-2.40710, -0.81677, 0.86821], [-2.52750, -2.05275, 1.49554], [-3.70600, -2.75029, 1.29012], [-5.60131, -2.76553, 0.25773], [-5.50487, -0.34515, -0.38586], [-3.30264, 0.90268, -0.06712], [-1.66064, -2.48656, 1.99667], [-3.80782, -3.75696, 1.70737]]}